DFT (the ωB97M-V functional and the def2-TZVPD basis) results for C5H14NS as an isolated structure in a non-equilibrium geometry.

XYZ file:
```
21
Properties=species:S:1:pos:R:3:forces:R:3:lowdin_charge:R:1
C 2.56725 0.51300 -0.14363 -0.284 0.170 -0.733 -0.190
C 3.57483 1.36343 -0.11772 -0.037 -0.171 -0.035 0.062
N 1.26356 0.78637 0.45220 -0.633 -0.326 0.076 0.046
H 2.57946 -0.35988 -0.78177 0.023 -0.192 0.217 0.114
H 4.44234 1.10801 -0.71613 0.052 0.149 0.244 0.080
H 3.57557 2.29161 0.44676 -0.016 -0.113 -0.091 0.081
H 1.18082 0.40506 1.39320 0.215 0.379 0.189 0.135
H 1.07572 1.78479 0.42983 0.087 0.040 0.465 0.136
H 0.23520 0.26496 -0.09407 1.200 0.367 -0.292 -0.015
C -0.90790 -2.20305 1.28633 -0.620 -0.984 -0.267 -0.158
C -1.68843 -0.97003 0.90443 0.934 0.609 -1.113 -0.416
S -1.10523 -0.36587 -0.83605 -1.110 -0.232 1.206 0.907
C -2.11010 1.15636 -0.88572 -0.067 0.182 0.294 -0.331
H -1.34097 -2.63621 2.19466 0.138 0.156 -0.044 0.091
H 0.16176 -2.08354 1.44970 -0.006 0.316 -0.036 0.068
H -1.04225 -2.96749 0.50642 0.149 0.146 0.227 0.085
H -1.48542 -0.13518 1.57858 -0.251 0.009 -0.054 0.080
H -2.75888 -1.13798 0.80524 0.094 -0.049 0.052 0.085
H -2.97294 0.95712 -0.25203 -0.054 0.121 -0.116 0.043
H -1.59700 2.04446 -0.49986 0.094 -0.334 -0.001 0.049
H -2.45723 1.38575 -1.88619 0.093 -0.242 -0.186 0.046
```
Forces are in eV/Å.

Summary:
* gap between HOMO and LUMO: 10.85 eV
* energy relative to the best compared isomer or geometry (same formula, charge and spin): 145.95 kJ/mol
* highest occupied orbital energy: -13.76 eV
* E_tot: -17729.7673 eV
* net charge: +1
* F_max: 1.656 eV Å⁻¹